This record from OMol25 describes a structure of composition C28H31As2BrF6N4O11SSe3SnTe. The level of theory is ωB97M-V with the def2-TZVPD basis set.

```
89
Properties=species:S:1:pos:R:3:forces:R:3:lowdin_charge:R:1
Sn 0.503370 -1.346506 -1.442924 0.71 1.30 -1.24 1.01
Br 1.200160 -5.523450 -2.886848 -0.16 -0.10 0.07 0.73
C 2.665099 -4.348141 -3.074591 0.17 0.43 -0.13 -0.71
C 3.758170 -4.837702 -3.777398 -0.04 -0.06 0.02 -0.13
C 4.837582 -4.000853 -3.980784 -0.15 0.08 0.12 -0.07
C 4.798981 -2.740634 -3.417848 0.01 -0.03 -0.17 -0.01
C 3.673377 -2.348627 -2.707786 0.45 -0.18 -0.16 -0.17
N 2.594218 -3.125405 -2.571236 0.04 -0.23 0.00 0.08
C 3.760840 -0.999908 -2.006798 -0.96 -0.06 0.53 -0.62
O 4.804058 -0.381328 -2.075122 0.96 0.38 -0.30 0.04
O 2.736010 -0.658117 -1.336180 0.03 0.25 -0.76 -0.33
H 3.733263 -5.849531 -4.142233 0.02 -0.13 -0.10 0.08
H 5.692387 -4.326357 -4.555288 0.09 -0.09 -0.02 0.10
H 5.606517 -2.031594 -3.503109 0.07 0.02 0.04 0.11
Se 1.712309 -2.509745 0.860398 0.06 -2.32 0.94 -0.03
Se 2.338168 -4.632672 1.440933 1.13 -0.37 0.52 -0.17
Te -1.131553 -5.638642 0.599263 -0.02 0.27 -0.03 0.03
Se -0.139136 -3.480309 -0.315200 -1.72 -1.67 0.40 -0.35
C 0.703649 -2.994882 4.544015 0.27 -0.15 -0.02 -0.04
O 0.406330 -1.738539 3.924081 -0.25 0.20 0.17 -0.08
C 1.442217 -0.954343 3.587080 0.81 -0.62 -0.11 -0.59
O 2.599721 -1.184967 3.840142 -0.56 0.10 0.18 0.10
C 0.942524 0.204340 2.808263 -0.42 0.51 0.00 -0.27
C 0.116143 1.056990 3.401377 0.29 0.06 -0.29 -0.34
As -0.814281 2.547917 2.581100 -0.38 0.04 0.27 1.31
C -0.104376 3.849218 3.871454 0.33 0.30 0.28 -0.28
C 0.418519 2.901467 1.139681 0.03 -0.22 0.07 -0.30
C 1.287197 2.063799 0.574108 -0.32 1.01 0.92 -0.30
As 1.474487 0.229297 0.932249 0.48 -0.86 0.94 1.10
C 3.393919 0.182150 1.277804 0.89 0.17 0.11 -0.24
C 2.225737 2.479229 -0.465207 1.46 0.63 -1.04 -0.56
O 3.325510 2.886012 -0.171600 -0.60 -0.10 -0.19 0.13
O 1.894131 2.253004 -1.745876 0.70 0.39 0.49 0.00
C 0.564308 1.941410 -2.060131 -0.94 0.07 -0.38 -0.10
C 0.259341 4.215314 0.545643 -0.29 0.92 -0.62 -0.49
O 0.895799 4.702052 -0.361006 -0.23 -0.02 0.33 0.13
O -0.803691 4.870332 1.107982 0.30 -0.27 -0.02 -0.15
C -1.068241 6.154046 0.591767 0.03 0.38 -0.32 -0.07
C -0.091473 1.007355 4.863844 0.07 -0.03 1.04 -0.55
O 0.771269 1.303229 5.656672 -0.26 -0.14 -0.28 0.12
O -1.321973 0.714303 5.349915 0.50 0.31 0.25 -0.04
C -2.313614 0.181255 4.497898 -0.46 -0.21 -0.53 -0.08
H -0.207787 -3.286204 5.061123 0.02 -0.01 0.05 0.09
H 1.536911 -2.872876 5.237948 -0.09 -0.09 -0.02 0.09
H 0.964684 -3.731711 3.773980 0.04 0.15 0.10 0.02
H -0.553696 3.677807 4.849701 -0.05 -0.08 -0.01 0.02
H -0.326186 4.871939 3.574136 -0.11 -0.06 -0.12 0.01
H 0.975469 3.737274 3.976308 -0.03 -0.03 0.00 0.04
H 3.594341 0.903086 2.069890 0.03 0.01 0.02 0.05
H 3.941706 0.473104 0.380161 -0.25 0.01 0.07 0.03
H 3.792572 -0.791517 1.607638 -0.64 0.27 -0.17 0.04
H 0.581131 1.354061 -2.974092 -0.03 -0.08 0.10 0.08
H -0.007801 2.856759 -2.248189 0.10 0.06 -0.05 0.10
H 0.025319 1.405159 -1.272898 0.16 -0.06 -0.13 0.03
H -2.030008 6.458529 1.000266 0.04 0.00 0.00 0.09
H -1.107361 6.123286 -0.500737 -0.03 0.07 0.13 0.09
H -0.284855 6.858179 0.891379 -0.11 -0.05 -0.05 0.10
H -2.919407 -0.483409 5.113467 0.00 0.01 -0.07 0.09
H -1.875850 -0.387025 3.674105 -0.05 0.05 0.11 0.06
H -2.943271 0.985109 4.094457 0.09 -0.17 0.06 0.08
C -3.777520 2.858156 0.049609 0.06 -0.11 -0.06 -0.10
C -3.488577 1.615034 -0.797184 -0.05 0.35 -0.07 -0.24
C -2.889161 0.520817 0.005456 -0.25 -0.35 0.10 -0.62
N -1.709915 0.539608 0.506348 -0.31 0.40 -0.56 -0.02
N -1.382237 -0.570233 1.190410 -0.06 -1.05 0.69 -0.05
C -2.339609 -1.455985 1.271339 -0.25 1.07 -0.62 -0.74
N -2.277115 -2.559902 2.021915 -0.06 -0.76 0.67 0.07
S -3.776787 -0.943318 0.393180 0.57 0.08 0.19 1.07
H -4.221051 3.640006 -0.566821 0.00 0.07 -0.04 0.07
H -2.854015 3.236501 0.494698 -0.13 -0.02 -0.01 0.03
H -4.474210 2.621683 0.853724 0.00 0.02 0.10 0.07
H -2.798248 1.872196 -1.602896 -0.05 -0.14 0.01 0.10
H -4.409609 1.242595 -1.249124 0.02 0.08 -0.14 0.10
H -1.340842 -2.812662 2.335947 -0.15 0.15 -0.20 0.06
H -2.813533 -3.378650 1.746506 0.27 0.16 -0.14 0.02
C -3.150699 -1.755593 -3.402683 0.02 0.00 -0.16 0.03
C -1.870858 -0.939481 -3.587984 -0.37 0.01 -0.33 -0.54
O -1.351418 -0.504101 -2.442647 -0.05 0.45 0.74 -0.31
C -0.838319 -1.773523 -4.336532 0.31 -0.63 -0.55 -0.61
F -0.557266 -2.905146 -3.686669 -0.18 -0.45 0.38 0.08
F -1.231598 -2.139660 -5.563762 -0.28 -0.16 -0.60 0.15
F 0.337377 -1.155252 -4.491083 0.43 0.37 -0.04 0.13
C -2.157939 0.268764 -4.484620 -0.21 0.48 -0.41 -0.56
F -2.964633 1.154647 -3.886315 -0.31 0.12 0.38 0.14
F -2.765437 -0.032692 -5.651031 -0.20 -0.17 -0.31 0.13
F -1.047446 0.941024 -4.810589 0.24 0.23 -0.06 0.15
H -2.907328 -2.689391 -2.901111 0.01 -0.02 0.06 0.10
H -3.632850 -1.956728 -4.355336 -0.16 -0.14 -0.06 0.09
H -3.812040 -1.180730 -2.759898 -0.07 0.04 0.01 0.07
```
Positions in Å, forces in eV/Å.

The orbital gap comes out at 5.062 eV. Its net charge is -2. The value obtained for the HOMO energy is -1.373 eV.



This record from OMol25 describes a structure of composition C28H31BrF4HgN3SeSi. The level of theory is ωB97M-V with the def2-TZVPD basis set.

```
70
Properties=species:S:1:pos:R:3:forces:R:3:nbo_charge:R:1
Hg 0.591008 0.754551 -0.196331 -0.07 0.42 -0.41 1.29
C -2.485125 -0.949239 0.341123 0.03 0.06 -0.10 -0.43
N -1.567618 -1.337329 -0.717115 -0.21 -0.22 0.15 -0.45
C -2.315297 -1.832343 -1.853359 0.12 0.09 -0.01 -0.42
C -0.598259 -2.304723 -0.228298 0.23 0.13 -0.15 -0.24
C 0.536685 -2.561813 -1.211962 0.01 0.01 -0.11 -0.24
N 1.301009 -1.361610 -1.506572 -0.18 0.18 0.46 -0.71
C 2.039445 -1.282569 -2.596720 0.16 -0.05 -0.34 0.11
C 2.864527 -0.126063 -2.808973 0.00 0.04 0.04 0.24
F 2.879378 0.829739 -1.850938 0.03 0.00 0.03 -0.33
C 3.655128 0.074105 -3.905717 0.02 -0.14 -0.15 0.35
F 4.398479 1.199640 -3.986709 -0.01 0.10 0.09 -0.33
C 3.744862 -0.843564 -4.942974 0.00 -0.08 0.02 -0.47
C 2.988802 -1.986498 -4.774590 0.12 0.20 0.00 0.34
F 3.043236 -2.938606 -5.737968 -0.04 -0.10 -0.01 -0.34
C 2.189560 -2.215459 -3.679157 -0.03 -0.07 0.08 0.22
F 1.541346 -3.418279 -3.672888 -0.02 0.01 0.04 -0.35
H -3.124254 -1.796184 0.657564 0.00 0.00 0.01 0.14
H -3.128417 -0.143592 -0.018562 0.00 0.02 0.02 0.20
H -1.927717 -0.595722 1.209744 0.00 0.00 -0.03 0.24
H -2.867861 -2.760490 -1.606374 0.00 0.00 0.01 0.14
H -1.651487 -2.041011 -2.692015 -0.02 0.01 -0.03 0.20
H -3.034089 -1.076235 -2.171364 0.03 0.02 -0.02 0.21
H -1.083967 -3.276576 -0.009663 0.00 0.00 0.08 0.15
H -0.186269 -1.917705 0.708517 -0.06 -0.09 0.04 0.24
H 0.120228 -3.014019 -2.112447 0.01 -0.07 0.04 0.18
H 1.187893 -3.318181 -0.746057 -0.05 -0.09 -0.05 0.17
H 4.374476 -0.689054 -5.804293 -0.02 0.03 -0.01 0.22
Br -0.031248 3.395154 1.477817 -0.16 0.11 -0.08 -0.05
C -0.932605 4.066499 -0.086995 0.09 -0.08 0.01 -0.18
C -1.420685 5.373007 0.048052 0.00 0.15 0.11 -0.31
C -2.074331 5.972328 -1.008716 0.05 -0.03 0.06 -0.26
C -2.249075 5.267846 -2.198472 -0.03 0.10 -0.02 -0.36
C -1.783563 3.936462 -2.347439 -0.14 0.06 -0.24 0.07
C -2.004196 3.237079 -3.549677 0.06 -0.01 0.12 -0.34
C -1.571373 1.921344 -3.710304 0.03 -0.06 -0.04 -0.26
C -0.890881 1.296079 -2.683943 -0.08 -0.01 -0.14 -0.30
C -0.631743 1.955492 -1.473153 0.30 -0.34 0.39 -0.54
C -1.080235 3.282206 -1.261941 0.13 -0.17 0.24 -0.04
H -1.282167 5.897491 0.984680 0.01 0.00 -0.01 0.20
H -2.448112 6.985718 -0.905835 0.00 0.00 0.00 0.18
H -2.753074 5.734229 -3.038848 -0.02 -0.04 -0.01 0.18
H -2.519349 3.748635 -4.356599 -0.03 0.02 0.02 0.18
H -1.757379 1.389870 -4.638315 0.01 0.01 -0.01 0.18
H -0.552743 0.275542 -2.819466 0.03 -0.01 0.04 0.20
C 4.638535 -0.313081 2.852864 -0.26 0.06 -0.19 -0.16
C 3.852975 0.798683 3.118545 0.31 -0.12 0.09 -0.26
C 2.827936 1.118894 2.249247 -0.25 0.18 -0.04 0.09
N 2.559468 0.406359 1.157031 -0.24 -0.25 -0.04 -0.51
C 3.300176 -0.672889 0.910607 0.02 -0.11 -0.24 0.06
C 4.348802 -1.063110 1.721377 0.18 0.05 0.25 -0.26
H 5.442882 -0.600479 3.517651 0.01 0.01 0.02 0.20
H 4.023092 1.403255 3.998690 -0.05 0.03 -0.01 0.21
H 2.184117 1.968921 2.435649 0.01 -0.04 -0.03 0.22
H 3.026086 -1.239892 0.026816 -0.07 0.07 0.01 0.24
H 4.920776 -1.947474 1.475161 -0.03 -0.01 -0.03 0.21
C -1.335758 -1.485923 6.158872 -0.05 -0.02 -0.09 -1.12
Si -1.616650 -1.421199 4.275849 0.00 -0.07 0.13 1.41
C -3.154650 -0.333721 4.019913 0.08 -0.09 0.00 -1.13
C -2.070812 -3.206180 3.791398 -0.03 0.11 0.03 -1.13
Se 0.177957 -0.706861 3.218405 0.09 0.11 0.02 -0.97
H -2.196176 -1.911310 6.687679 -0.02 0.01 -0.01 0.20
H -1.146592 -0.484483 6.551863 0.01 0.01 -0.02 0.22
H -0.458423 -2.099030 6.377415 0.01 0.00 -0.01 0.22
H -3.932028 -0.530563 4.765712 0.00 -0.06 0.00 0.21
H -3.585333 -0.488790 3.027762 0.01 0.00 0.00 0.23
H -2.870661 0.718048 4.089600 0.02 0.01 0.01 0.24
H -2.737296 -3.682681 4.518400 -0.05 0.03 -0.01 0.20
H -1.152873 -3.793801 3.727700 0.01 -0.01 0.02 0.23
H -2.548519 -3.238853 2.809028 0.01 0.02 -0.01 0.22
```
Positions in Å, forces in eV/Å.

Its spin multiplicity is 2. The orbital gap (spin up / spin down) comes out at 3.154 / 6.023 eV. Its net charge is -2. The value obtained for the HOMO energy (spin up / spin down) is 1.245 / -1.628 eV.



This record from OMol25 describes a structure of composition C28H31BrHgN7O2S4. The level of theory is ωB97M-V with the def2-TZVPD basis set.

```
74
Properties=species:S:1:pos:R:3:forces:R:3:lowdin_charge:R:1
Hg 0.374478 -0.860226 0.406809 0.11 -0.02 0.04 0.87
C -0.075793 0.420785 4.286121 0.32 0.08 -0.12 -0.54
C -0.604146 -0.957880 4.648357 -0.17 -0.26 -0.29 -0.52
S -1.047904 -1.968337 3.197314 0.15 0.00 0.07 0.75
C -0.172488 -3.531955 3.524035 -0.20 0.31 0.01 -0.53
C 1.321161 -3.449641 3.793782 0.24 0.08 -0.31 -0.52
S 2.264557 -2.735836 2.405214 -0.09 0.16 0.13 0.80
C 3.313660 -1.507529 3.244038 -0.18 -0.34 -0.13 -0.54
C 2.643140 -0.440308 4.096337 -0.29 0.33 -0.18 -0.52
S 1.385255 0.540166 3.207139 -0.07 -0.19 -0.02 0.78
H -0.828714 0.964958 3.713004 -0.02 0.05 0.06 0.05
H 0.136175 0.974583 5.202352 -0.13 0.04 0.02 0.07
H 0.100941 -1.524340 5.253692 0.01 0.06 0.07 0.06
H -1.514299 -0.825324 5.234757 0.07 0.01 0.12 0.07
H -0.668378 -4.024337 4.362004 0.05 -0.12 -0.03 0.08
H -0.361181 -4.112403 2.619489 -0.03 -0.06 0.03 0.05
H 1.540500 -2.858873 4.680736 -0.03 -0.07 0.06 0.05
H 1.695078 -4.459818 3.964296 -0.02 0.00 0.10 0.07
H 4.041266 -2.047342 3.852444 0.11 0.11 -0.01 0.08
H 3.833904 -1.042407 2.405679 0.07 0.01 0.04 0.04
H 2.171972 -0.852430 4.987577 0.08 -0.05 0.02 0.06
H 3.413625 0.260745 4.419515 0.03 -0.08 0.14 0.07
N -2.260645 5.039724 -3.228368 0.03 0.10 0.17 0.09
C -1.625404 3.797690 -3.236937 0.07 -0.23 -0.02 -0.33
C -2.316077 2.655711 -2.830786 -0.01 0.09 -0.22 -0.04
C -1.664713 1.439624 -2.739632 -0.03 -0.03 0.03 -0.05
C -0.322683 1.348656 -3.076091 0.19 -0.18 0.06 -0.27
C 0.368967 2.467222 -3.521219 -0.03 -0.06 0.06 -0.06
C -0.277928 3.688072 -3.590575 -0.05 0.05 -0.01 -0.03
S 0.489353 -0.222482 -2.882119 0.25 -0.15 -0.20 0.55
O 1.225752 -0.554077 -4.073253 0.03 0.32 0.03 -0.30
O -0.561453 -1.136290 -2.488989 -0.01 0.08 0.05 -0.38
N 1.439400 -0.105612 -1.591819 -0.73 -0.27 0.47 -0.21
C 2.618408 0.502494 -1.401280 0.68 0.28 -0.19 -0.48
N 3.169881 0.299056 -0.172785 -0.19 -0.09 -0.07 0.09
C 4.363408 0.816934 0.047755 0.00 0.07 -0.12 -0.16
C 5.062559 1.552678 -0.898941 0.01 -0.01 0.07 -0.08
C 4.397701 1.757493 -2.095580 -0.05 -0.02 0.02 -0.14
N 3.200748 1.256798 -2.357587 -0.28 -0.06 -0.05 0.12
H -3.260712 5.011559 -3.338567 -0.02 0.00 -0.08 0.08
H -1.824334 5.747366 -3.796096 -0.05 0.02 -0.05 0.08
H -3.368495 2.725860 -2.579054 0.09 -0.02 -0.05 0.10
H -2.183040 0.549814 -2.404339 -0.02 0.06 -0.02 0.11
H 1.409657 2.362370 -3.787952 0.10 0.05 -0.04 0.10
H 0.254464 4.570176 -3.928577 0.03 -0.02 0.01 0.11
H 4.784640 0.645586 1.035546 0.02 0.00 -0.01 0.10
H 6.045661 1.953373 -0.702569 -0.02 0.02 -0.01 0.09
H 4.834154 2.364214 -2.884302 0.04 -0.03 0.02 0.11
Br -2.095136 -3.408705 -0.085229 -0.20 0.00 0.11 0.74
C -0.669571 -3.788779 -1.274103 0.32 -0.12 0.01 -0.78
C -0.952481 -4.382458 -2.490146 0.00 0.01 -0.15 -0.11
C 0.117444 -4.626311 -3.334743 -0.03 0.03 0.12 -0.05
C 1.395825 -4.287641 -2.918294 0.06 0.01 -0.06 -0.05
C 1.557050 -3.724680 -1.665605 0.01 0.05 -0.01 -0.14
N 0.533982 -3.476239 -0.848383 -0.19 -0.11 0.06 -0.01
H -1.967813 -4.620556 -2.769283 -0.01 0.01 0.01 0.10
H -0.045777 -5.074540 -4.305616 -0.01 0.02 -0.01 0.11
H 2.251630 -4.448194 -3.558791 0.01 0.00 0.03 0.11
H 2.536316 -3.453140 -1.287929 0.00 0.03 -0.04 0.11
N -2.006709 3.440223 0.233708 0.01 0.05 0.06 0.13
C -0.964941 2.676474 0.668488 -0.02 -0.06 -0.05 -0.16
N -1.294237 1.436621 0.883371 0.17 -0.14 0.12 0.07
C -2.637198 1.348644 0.556331 -0.11 0.39 -0.05 -0.25
C -3.497637 0.254939 0.580511 -0.03 -0.01 -0.01 -0.02
C -4.804793 0.460439 0.184797 0.03 -0.15 0.02 -0.08
C -5.260752 1.723239 -0.218273 -0.01 0.09 -0.01 -0.09
C -4.420929 2.820407 -0.243453 -0.05 0.07 0.06 -0.05
C -3.102996 2.610006 0.144265 0.00 -0.26 0.23 -0.23
H -1.956119 4.400397 -0.057159 0.02 0.02 -0.06 0.15
H 0.025163 3.078582 0.824181 -0.02 0.04 -0.06 0.13
H -3.139313 -0.717447 0.890472 0.02 -0.02 0.00 0.06
H -5.494687 -0.373634 0.179694 0.00 0.01 0.01 0.10
H -6.295802 1.840260 -0.512170 0.01 0.00 -0.02 0.10
H -4.772596 3.795834 -0.557218 -0.02 -0.01 0.01 0.11
```
Positions in Å, forces in eV/Å.

Its spin multiplicity is 2. The orbital gap (spin up / spin down) comes out at 6.519 / 7.597 eV. Its net charge is 0. The value obtained for the HOMO energy (spin up / spin down) is -6.088 / -7.729 eV.



Let's list energy above the lowest of the compared OMol25 structures with the same formula, charge and spin in order: 119.1, 4.7, 7.4 kcal/mol.
Let's list molar mass in order: 1458.57, 873.11, 906.37 g/mol.